# C42H102O27S4

9 unconnected molecules or ions with the total composition C42H102O27S4 in a non-equilibrium geometry (ωB97M-V/def2-TZVPD, the OMol25 dataset).

Results
LUMO level in eV: 0.03
Charge: 0
M in g mol⁻¹: 1167.52
SMILES: CCOS(C)(=O)=O.CCOS(C)(=O)=O.CCOS(C)(=O)=O.CCOS(C)(=O)=O.COCCOCCOC.COCCOCCOC.COCCOCCOC.COCCOCCOC.COCCOCCOC
Highest occupied orbital energy in eV: -8.591
Energy above the lowest of the compared OMol25 structures with the same formula, charge and spin in kJ/mol: 289.0

Last column: Löwdin charge in e.
Atoms and positions in Å:
O 1.742 2.889 1.009  -0.304
S 1.352 4.183 1.599  0.639
O 0.530 5.051 0.845  -0.261
O 0.702 3.861 3.056  -0.248
C 1.301 2.829 3.809  -0.334
C 0.273 2.124 4.565  -0.062
C 2.864 5.174 2.138  -0.072
H 2.094 3.218 4.446  0.120
H 1.876 2.129 3.203  0.112
H 0.620 1.303 5.193  0.077
H -0.347 1.634 3.815  0.063
H -0.375 2.776 5.151  0.089
H 3.505 5.069 1.263  0.061
H 3.389 4.594 2.897  0.056
H 2.595 6.215 2.320  0.071
O -2.835 6.055 -4.141  -0.281
S -3.534 6.594 -3.016  0.641
O -3.627 8.032 -2.756  -0.299
O -4.995 5.905 -2.869  -0.247
C -5.822 6.366 -1.781  -0.265
C -7.200 5.670 -1.747  -0.051
C -2.738 5.863 -1.541  -0.110
H -6.074 7.426 -1.806  0.112
H -5.298 6.293 -0.828  0.097
H -7.071 4.660 -1.357  0.056
H -7.744 5.627 -2.690  0.082
H -7.838 6.112 -0.983  0.078
H -1.673 6.097 -1.567  0.061
H -2.726 4.775 -1.602  0.051
H -3.325 6.091 -0.652  0.046
O -0.370 4.732 -3.226  -0.307
S 0.693 4.622 -4.241  0.702
O 1.876 5.483 -4.185  -0.292
O 1.061 2.990 -4.520  -0.288
C 2.421 2.755 -4.818  -0.286
C 2.697 1.409 -5.526  -0.048
C -0.130 4.834 -5.838  -0.101
H 3.083 2.858 -3.958  0.118
H 2.707 3.587 -5.463  0.103
H 2.110 1.221 -6.426  0.075
H 2.721 0.501 -4.925  0.053
H 3.669 1.522 -6.008  0.074
H 0.500 4.465 -6.646  0.073
H -0.199 5.920 -5.904  0.071
H -1.105 4.381 -5.655  0.066
O 6.640 2.827 -3.819  -0.319
S 6.624 1.329 -3.544  0.755
O 5.475 0.632 -2.951  -0.331
O 7.018 0.440 -4.898  -0.275
C 6.953 -0.914 -4.926  -0.372
C 8.218 -1.358 -5.558  -0.065
C 8.199 0.889 -2.524  -0.076
H 6.111 -1.131 -5.583  0.129
H 6.782 -1.482 -4.012  0.118
H 8.201 -2.444 -5.473  0.089
H 9.020 -1.030 -4.897  0.076
H 8.405 -0.929 -6.543  0.093
H 9.069 1.129 -3.134  0.062
H 8.218 -0.172 -2.275  0.053
H 8.168 1.455 -1.593  0.060
C -0.964 2.101 -0.720  -0.095
O -1.708 1.222 0.088  -0.208
C -1.068 0.897 1.367  -0.117
C 0.209 -0.038 1.190  -0.147
O -0.219 -1.389 0.872  -0.164
C 0.846 -2.352 0.561  -0.115
C 1.809 -1.800 -0.562  -0.187
O 1.113 -1.277 -1.678  -0.179
C 1.854 -0.313 -2.441  -0.080
H -0.870 3.079 -0.248  0.071
H -1.562 2.381 -1.586  0.070
H -0.016 1.635 -0.987  0.082
H -1.796 0.528 2.089  0.121
H -0.817 1.911 1.679  0.084
H 0.861 -0.044 2.064  0.108
H 0.874 0.360 0.424  0.084
H 0.429 -3.273 0.153  0.092
H 1.416 -2.599 1.457  0.118
H 2.499 -2.632 -0.701  0.102
H 2.403 -0.988 -0.144  0.113
H 1.311 -0.051 -3.350  0.058
H 2.838 -0.695 -2.712  0.082
H 1.896 0.641 -1.914  0.087
C -1.058 0.560 -5.806  -0.057
O -2.379 0.484 -5.203  -0.172
C -2.499 0.887 -3.877  -0.193
C -2.022 -0.336 -3.090  -0.198
O -2.716 -1.504 -3.465  -0.099
C -2.088 -2.657 -3.028  -0.204
C -2.173 -2.959 -1.527  -0.129
O -3.506 -3.403 -1.032  -0.182
C -4.281 -2.547 -0.194  -0.114
H -0.310 -0.090 -5.351  0.078
H -0.704 1.589 -5.866  0.064
H -1.322 0.322 -6.837  0.092
H -3.561 1.012 -3.668  0.117
H -1.957 1.746 -3.482  0.107
H -2.207 -0.142 -2.034  0.112
H -0.940 -0.382 -3.212  0.100
H -1.056 -2.610 -3.378  0.122
H -2.521 -3.519 -3.535  0.127
H -1.700 -2.199 -0.906  0.101
H -1.583 -3.870 -1.428  0.111
H -4.672 -1.621 -0.615  0.067
H -3.733 -2.195 0.680  0.074
H -5.164 -3.091 0.142  0.081
C -5.290 3.591 7.197  -0.068
O -5.224 4.238 5.864  -0.183
C -3.909 4.200 5.362  -0.236
C -3.666 4.652 3.912  -0.176
O -4.302 3.674 3.097  -0.138
C -3.960 3.839 1.729  -0.154
C -4.724 2.790 0.839  -0.185
O -4.599 3.067 -0.533  -0.216
C -5.303 2.076 -1.341  -0.059
H -4.465 3.850 7.861  0.076
H -5.251 2.512 7.046  0.082
H -6.220 3.865 7.696  0.082
H -3.580 3.161 5.362  0.120
H -3.327 4.814 6.050  0.120
H -2.577 4.603 3.915  0.118
H -4.043 5.645 3.669  0.131
H -2.890 3.653 1.646  0.112
H -4.060 4.904 1.521  0.112
H -5.783 2.777 1.094  0.120
H -4.362 1.779 1.026  0.115
H -6.361 2.059 -1.079  0.080
H -4.832 1.120 -1.110  0.080
H -5.283 2.376 -2.388  0.087
C 0.520 -9.216 -0.104  -0.108
O 0.933 -7.866 -0.160  -0.177
C 1.078 -7.283 1.107  -0.213
C 1.036 -5.753 0.866  -0.164
O 2.164 -5.295 0.108  -0.147
C 3.507 -5.532 0.588  -0.144
C 4.577 -4.748 -0.219  -0.197
O 4.665 -3.347 -0.009  -0.220
C 5.523 -2.638 -0.954  -0.078
H 1.323 -9.846 0.278  0.088
H 0.343 -9.484 -1.145  0.089
H -0.425 -9.417 0.401  0.086
H 1.984 -7.633 1.602  0.120
H 0.243 -7.590 1.737  0.113
H 1.019 -5.200 1.805  0.096
H 0.087 -5.483 0.402  0.124
H 3.641 -6.602 0.424  0.118
H 3.713 -5.287 1.630  0.129
H 4.301 -4.868 -1.267  0.119
H 5.585 -5.144 -0.095  0.122
H 5.185 -2.827 -1.973  0.084
H 6.580 -2.834 -0.772  0.081
H 5.394 -1.581 -0.722  0.081
C 1.959 -1.664 5.124  -0.113
O 1.219 -2.616 4.410  -0.213
C -0.209 -2.364 4.346  -0.146
C -0.850 -3.675 3.964  -0.176
O -0.796 -4.619 5.017  -0.111
C -0.789 -5.952 4.598  -0.198
C -0.945 -6.909 5.799  -0.153
O 0.235 -7.019 6.639  -0.176
C 0.149 -7.924 7.677  -0.154
H 1.814 -1.783 6.198  0.090
H 1.680 -0.660 4.805  0.059
H 2.996 -1.891 4.876  0.092
H -0.279 -1.522 3.658  0.108
H -0.458 -2.023 5.351  0.125
H -0.360 -4.103 3.089  0.102
H -1.877 -3.499 3.644  0.131
H 0.147 -6.154 4.077  0.118
H -1.562 -6.194 3.869  0.126
H -1.136 -7.905 5.399  0.116
H -1.830 -6.662 6.386  0.125
H -0.216 -8.911 7.393  0.081
H -0.585 -7.584 8.407  0.083
H 1.082 -8.062 8.224  0.089

Forces on the atoms, in the same order (eV/Å):
-0.306 2.206 1.086
2.605 -1.641 0.532
-0.886 0.360 0.248
-0.345 0.947 -1.614
2.393 -0.419 0.477
-1.797 -1.093 0.193
-0.757 -1.744 -1.379
-0.160 0.664 0.313
-0.440 -0.045 -0.560
0.412 0.298 0.100
-0.396 -0.021 0.140
0.145 0.083 0.059
-0.060 0.381 -0.179
-0.358 0.420 0.414
-0.035 -0.372 0.284
-1.108 0.356 -0.386
1.044 0.414 3.144
-0.258 -1.885 -0.930
0.229 0.538 -0.557
-1.430 0.824 0.512
0.914 -0.955 0.587
-0.254 -0.572 -0.750
0.583 0.260 -0.870
-0.021 -0.651 -0.035
0.032 -0.313 -0.387
0.303 0.209 -0.036
0.111 0.528 -0.148
-0.248 0.702 0.309
-0.441 -0.064 -0.464
0.549 0.495 -0.041
2.548 -0.793 -1.451
-1.351 0.236 -0.428
-1.375 -1.794 0.250
-0.847 1.392 1.731
1.264 -0.207 -0.965
0.134 0.569 -0.589
0.546 0.766 1.280
-0.288 -0.180 0.352
0.434 -0.244 -0.382
-0.734 0.166 0.283
-0.128 0.339 0.205
0.453 0.002 0.457
-0.275 -0.254 0.174
-0.351 -0.022 -0.191
0.100 -0.045 -0.581
-0.178 -5.376 0.421
0.985 0.844 0.470
1.495 1.521 -0.779
-0.339 5.368 1.826
-1.105 -2.277 -1.225
0.855 -0.695 0.739
-1.255 0.502 -0.645
-0.222 -0.449 0.055
-0.018 0.632 0.505
0.344 -0.136 -0.787
0.284 0.025 -0.081
-0.220 -0.394 -0.015
-0.241 0.238 0.021
-0.407 0.002 -0.262
-0.067 0.157 -0.239
-0.450 0.310 0.180
-0.546 -1.408 1.045
1.055 0.546 -1.941
-1.076 -0.313 -0.267
0.560 -0.119 0.120
-0.104 2.142 -1.461
-0.333 0.255 1.659
-0.039 -0.340 -0.454
-0.546 -0.370 0.427
0.664 0.021 0.447
0.011 -0.656 -0.188
0.130 0.448 -0.243
-0.156 -0.427 -0.457
0.814 -0.180 0.739
-0.219 0.003 0.647
-0.359 0.098 -0.326
-0.613 0.301 0.249
0.209 0.093 0.083
0.041 -0.029 -0.865
0.246 0.119 0.227
-0.235 -0.528 -0.018
0.166 0.152 0.076
0.495 0.040 0.398
-1.949 0.528 -0.276
1.082 1.263 -1.532
-0.274 -2.407 1.056
-0.517 1.032 1.196
-0.419 0.874 -0.506
-0.340 -0.657 0.455
-0.649 -0.722 0.289
0.658 0.987 -0.562
0.418 0.234 0.046
-0.093 -0.134 -0.056
0.161 0.133 0.507
0.630 -0.558 -0.020
-0.084 0.220 -0.221
0.260 0.350 -0.730
0.209 0.029 0.368
0.207 -0.604 -0.111
0.522 -0.208 0.511
-0.353 0.122 -0.184
-0.372 0.208 0.157
0.214 -0.073 0.195
0.169 0.025 -0.858
0.331 -0.297 0.254
0.214 -0.328 -0.052
0.012 0.304 -1.596
-0.624 -0.317 1.417
-0.297 0.166 0.087
-1.242 -1.129 1.383
0.172 0.024 -0.156
0.368 -0.816 -0.089
-0.134 0.717 0.528
-0.304 0.114 -0.976
0.501 1.005 1.081
0.233 0.371 -0.204
-0.094 -0.123 0.028
-0.003 0.084 -0.382
0.400 -0.191 0.217
0.664 -0.016 -0.100
0.315 0.147 -0.859
0.100 0.176 0.054
0.329 -0.173 -0.311
-0.638 0.032 -0.835
-0.257 0.213 0.320
0.386 -0.066 0.326
-0.144 -0.130 0.333
-0.135 -0.261 -0.489
0.567 -0.085 0.125
0.390 -0.003 -1.186
-0.372 -0.421 0.073
-0.514 0.988 -0.432
1.397 -0.696 1.091
0.083 0.908 -0.274
-0.133 0.376 -0.309
-0.589 0.112 -1.327
0.176 0.634 0.211
-1.161 -0.296 1.365
-0.042 -0.184 0.257
0.119 -0.196 -0.009
-0.004 0.381 0.496
0.299 0.132 0.077
-0.250 0.176 0.266
0.166 -0.176 0.462
0.371 -0.095 -0.717
0.730 -0.042 0.118
-0.710 -0.011 0.409
0.049 -0.342 -0.370
-0.064 -0.621 0.316
0.259 -0.124 -0.132
0.091 -0.530 -0.248
-0.243 -0.022 -0.109
-0.104 -0.585 -0.386
-0.407 -0.612 -0.401
2.317 -0.161 0.814
-0.343 0.022 -0.447
-0.302 0.700 0.436
0.655 -0.640 0.877
0.751 -0.406 0.109
0.002 1.140 -1.680
-1.116 -0.456 0.972
-0.075 0.163 0.227
0.187 0.316 0.051
0.071 0.356 0.135
-0.900 -0.231 -0.380
-0.737 -0.124 0.102
0.355 0.226 -0.159
-0.351 0.024 0.127
0.382 -0.191 0.030
-0.538 0.136 0.059
-0.050 -0.232 -0.248
0.007 0.368 0.220
0.116 -0.296 -0.481
-0.175 0.177 0.352
0.231 0.336 -0.466